Entry 1:
Molecular formula: C27H63ClN9O13
Method: DFT, the ωB97M-V functional and the def2-TZVPD basis

```
! wB97M-V def2-TZVPD RIJCOSX def2/J DEFGRID3
* xyz -1 1
Cl -0.259 0.619 0.663
O 0.899 1.272 0.223
O -1.306 0.862 -0.323
O -0.005 -0.748 0.735
O -0.645 1.168 1.959
C 5.198 -0.667 8.106
O 5.587 -0.927 9.220
N 3.905 -0.352 7.799
C 3.504 -0.046 6.406
C 2.827 -0.352 8.728
H 5.888 -0.616 7.249
H 4.251 -0.129 5.617
H 3.090 0.961 6.368
H 2.715 -0.729 6.091
H 3.181 -0.576 9.735
H 2.304 0.602 8.802
H 2.056 -1.066 8.441
C -6.650 3.766 2.488
O -6.691 4.652 1.636
N -7.110 3.800 3.759
C -6.833 2.645 4.615
C -8.049 4.861 4.239
H -6.120 2.808 2.369
H -7.764 2.109 4.801
H -6.525 2.991 5.602
H -6.047 1.979 4.261
H -8.277 5.550 3.426
H -8.862 4.317 4.720
H -7.498 5.377 5.025
C -3.455 3.793 -6.173
O -3.945 4.392 -5.208
N -2.139 3.806 -6.439
C -1.626 3.428 -7.741
C -1.123 4.400 -5.520
H -4.045 3.333 -6.981
H -1.267 4.326 -8.243
H -2.342 2.910 -8.380
H -0.812 2.711 -7.629
H -1.523 4.590 -4.524
H -0.263 3.749 -5.367
H -0.762 5.288 -6.040
C -0.922 -9.917 -0.259
O -1.330 -10.655 0.620
N -0.815 -8.579 -0.243
C -0.344 -7.792 -1.409
C -1.484 -7.847 0.847
H -0.471 -10.317 -1.180
H 0.438 -8.244 -2.019
H 0.080 -6.865 -1.023
H -1.194 -7.423 -1.983
H -0.918 -6.918 0.901
H -2.517 -7.561 0.651
H -1.416 -8.261 1.853
C -0.865 7.253 1.540
O -1.774 7.611 0.769
N -0.395 8.082 2.503
C 0.557 7.599 3.477
C -0.748 9.474 2.614
H -0.207 6.371 1.501
H 0.161 7.651 4.491
H 1.490 8.155 3.381
H 0.663 6.514 3.463
H -1.470 9.840 1.883
H -1.049 9.780 3.616
H 0.159 10.050 2.432
C 5.763 -5.753 -2.830
O 6.081 -4.884 -3.579
N 5.626 -5.653 -1.511
C 5.203 -6.860 -0.743
C 5.758 -4.356 -0.838
H 5.548 -6.782 -3.158
H 4.342 -6.491 -0.186
H 6.022 -7.217 -0.118
H 4.917 -7.682 -1.399
H 5.975 -3.495 -1.471
H 4.847 -4.203 -0.258
H 6.637 -4.324 -0.194
C 0.668 -3.842 -7.359
O 0.370 -4.505 -8.396
N -0.176 -3.207 -6.577
C 0.291 -2.709 -5.287
C -1.617 -3.048 -6.863
H 1.712 -3.814 -7.012
H -0.238 -3.189 -4.463
H 0.125 -1.636 -5.185
H 1.362 -2.817 -5.118
H -1.917 -2.007 -6.745
H -1.989 -3.565 -7.747
H -2.141 -3.549 -6.049
C 8.428 4.151 3.214
O 7.824 3.366 3.948
N 7.788 4.833 2.258
C 8.343 5.854 1.339
C 6.355 4.618 2.157
H 9.478 4.466 3.311
H 7.751 6.742 1.560
H 8.280 5.514 0.305
H 9.377 6.005 1.648
H 6.212 4.250 1.141
H 5.947 3.925 2.893
H 5.728 5.496 2.310
C -6.256 -2.233 -2.973
O -6.564 -2.137 -4.174
N -6.200 -3.371 -2.252
C -6.429 -4.706 -2.842
C -5.765 -3.388 -0.897
H -6.003 -1.388 -2.314
H -7.258 -5.128 -2.273
H -5.519 -5.301 -2.762
H -6.761 -4.683 -3.880
H -6.300 -4.092 -0.258
H -4.712 -3.660 -0.820
H -6.005 -2.405 -0.492
*
```

energy relative to the best compared isomer or geometry (same formula, charge and spin)	822.4	kJ/mol
Kohn-Sham gap	7.40	eV
lowest unoccupied orbital energy	1.486	eV
E	-2997.40638	Eh
highest occupied orbital energy	-5.9	eV

These are the Mulliken partial charges, in e, on atoms 1 to 2: number 1, Cl, carries 1.599; number 2, O, carries -0.646

Entry 2:
Molecular formula: C21H28O21
Method: DFT, the ωB97M-V functional and the def2-TZVPD basis

```
! wB97M-V def2-TZVPD RIJCOSX def2/J DEFGRID3
* xyz 0 1
C 0.501 -1.749 -4.296
C -0.335 -0.737 -5.029
O 0.527 -0.234 -6.054
C 1.688 -0.843 -5.976
O 2.601 -0.623 -6.763
O 1.789 -1.644 -4.892
H 0.208 -2.791 -4.418
H 0.524 -1.459 -3.246
H -0.665 0.037 -4.336
H -1.210 -1.212 -5.473
C -4.184 4.290 2.649
C -3.399 3.886 1.463
O -2.064 4.310 1.850
C -2.131 5.041 2.995
O -1.139 5.588 3.488
O -3.340 5.022 3.467
H -4.489 3.353 3.115
H -5.036 4.885 2.320
H -3.801 4.420 0.602
H -3.474 2.812 1.291
C 5.765 -2.708 -0.367
C 4.977 -1.355 -0.477
O 6.000 -0.382 -0.586
C 7.239 -0.914 -0.501
O 8.346 -0.389 -0.488
O 7.129 -2.272 -0.474
H 5.560 -3.472 -1.117
H 5.521 -3.169 0.590
H 4.387 -1.259 0.435
H 4.361 -1.463 -1.369
C 2.775 -5.209 0.285
C 1.665 -4.723 -0.645
O 1.754 -5.698 -1.675
C 2.930 -6.274 -1.769
O 3.375 -7.035 -2.622
O 3.557 -5.989 -0.611
H 2.328 -5.860 1.037
H 3.176 -4.332 0.794
H 1.725 -3.716 -1.058
H 0.652 -4.766 -0.245
C -7.771 -0.562 1.512
C -7.627 0.336 2.705
O -6.263 0.721 2.683
C -5.646 0.290 1.591
O -4.449 0.397 1.354
O -6.504 -0.335 0.904
H -8.536 -0.256 0.799
H -7.738 -1.615 1.792
H -7.883 -0.112 3.665
H -8.213 1.254 2.665
C -1.483 -0.549 -0.125
C -0.877 0.158 1.024
O 0.526 0.182 0.766
C 0.789 -0.479 -0.301
O 1.892 -0.836 -0.729
O -0.371 -0.846 -0.915
H -2.334 0.018 -0.502
H -1.958 -1.422 0.323
H -0.996 -0.421 1.940
H -1.289 1.164 1.103
C 1.690 3.508 1.118
C 1.288 4.529 2.100
O 2.570 5.072 2.448
C 3.543 4.532 1.639
O 4.750 4.782 1.566
O 3.057 3.750 0.749
H 1.083 3.579 0.216
H 1.499 2.463 1.362
H 0.838 4.046 2.967
H 0.623 5.288 1.688
*
```

structure (SMILES)	O=C1OCCO1.O=C1OCCO1.O=C1OCCO1.O=C1OCCO1.O=C1OCCO1.O=C1OCCO1.O=C1OCCO1
energy relative to the best compared isomer or geometry (same formula, charge and spin)	303.1	kJ/mol
Kohn-Sham gap	9.59	eV
lowest unoccupied orbital energy	-0.586	eV
E	-2397.00290	Eh
highest occupied orbital energy	-10.2	eV

These are the Mulliken partial charges, in e, on atoms 1 to 2: number 1, C, carries 0.495; number 2, C, carries -0.281

Entry 3:
Molecular formula: C23H34ClN3O6
Method: DFT, the ωB97M-V functional and the def2-TZVPD basis

```
! wB97M-V def2-TZVPD RIJCOSX def2/J DEFGRID3
* xyz 0 1
O 1.340 -0.535 4.623
O -3.395 3.492 -3.685
O -3.323 2.526 -0.132
O 2.356 -3.775 2.925
Cl 1.984 -4.523 -1.474
O -2.733 -1.511 -3.449
O -4.808 3.819 1.036
C 2.362 0.079 4.360
C -4.286 2.683 -3.482
C -4.235 3.343 -0.089
C 3.040 -2.872 3.389
C 0.773 -2.291 -2.491
C -0.638 -4.218 -2.166
C -0.326 -1.553 -2.944
C -1.733 -3.485 -2.636
C 0.619 -3.618 -2.079
C -1.599 -2.143 -3.003
N 3.697 -3.109 4.533
N -5.139 2.844 -2.409
N 3.253 -0.320 3.452
C 2.694 1.353 5.101
C 4.641 -2.266 5.265
C 5.533 -0.551 -0.313
C 3.064 -0.364 -0.282
C -2.929 -0.116 -3.161
C -5.889 4.683 0.657
C -4.461 1.496 -4.423
C -4.916 3.852 -1.360
C -3.209 0.605 -4.487
C -6.234 4.352 -0.795
C 4.313 -0.398 0.596
C 4.271 -1.567 1.600
C 3.116 -1.527 2.622
H 1.756 -1.837 -2.474
H -0.757 -5.252 -1.860
H -0.173 -0.530 -3.269
H -2.710 -3.953 -2.703
H 3.499 -4.019 4.919
H -5.755 2.063 -2.203
H 4.066 0.253 3.313
H 1.905 1.554 5.825
H 2.754 2.176 4.392
H 3.642 1.234 5.622
H 5.317 -1.759 4.576
H 4.093 -1.530 5.855
H 5.232 -2.883 5.944
H 5.457 -1.475 -0.888
H 6.441 -0.579 0.289
H 5.593 0.294 -0.999
H 2.194 -0.089 0.315
H 3.181 0.373 -1.077
H 2.906 -1.351 -0.710
H -2.083 0.352 -2.648
H -3.786 -0.030 -2.486
H -5.572 5.728 0.745
H -6.757 4.535 1.309
H -5.322 0.899 -4.112
H -4.677 1.886 -5.421
H -4.328 4.696 -1.739
H -2.335 1.205 -4.764
H -3.357 -0.137 -5.280
H -6.614 5.222 -1.339
H -6.993 3.564 -0.823
H 4.400 0.547 1.132
H 5.215 -1.592 2.145
H 4.193 -2.499 1.036
H 2.173 -1.456 2.080
*
```

structure (SMILES)	O=C(CCCOc1ccc(Cl)cc1)N[C@H]1CCOC1=O.CNC(=O)[C@H](CC(C)C)NC(C)=O
Kohn-Sham gap	8.90	eV
lowest unoccupied orbital energy	0.603	eV
E	-1972.76391	Eh
highest occupied orbital energy	-8.3	eV

These are the Mulliken partial charges, in e, on atoms 1 to 2: number 1, O, carries -0.631; number 2, O, carries -0.667

Entry 4:
Molecular formula: C4H6CaO
Method: DFT, the ωB97M-V functional and the def2-TZVPD basis

```
! wB97M-V def2-TZVPD RIJCOSX def2/J DEFGRID3
* xyz 2 1
O 0.681 -0.096 -1.916
Ca -1.327 -0.430 -1.558
C 1.781 0.131 -1.412
C 2.018 0.529 -0.013
H 2.663 0.073 -2.073
H 1.064 0.784 0.481
H 2.587 1.473 -0.033
H 2.708 -0.199 0.442
C -2.283 -0.706 0.559
C -3.046 -0.602 1.576
H -4.065 -1.019 1.532
H -2.780 0.061 2.413
*
```

energy relative to the best compared isomer or geometry (same formula, charge and spin)	0.0	kJ/mol
Kohn-Sham gap	9.70	eV
lowest unoccupied orbital energy	-10.011	eV
E	-908.15022	Eh
highest occupied orbital energy	-19.7	eV

These are the Mulliken partial charges, in e, on atoms 1 to 2: number 1, O, carries -0.689; number 2, Ca, carries 1.914

Entry 5:
Molecular formula: C4H12
Method: DFT, the ωB97M-V functional and the def2-TZVPD basis

```
! wB97M-V def2-TZVPD RIJCOSX def2/J DEFGRID3
* xyz 0 1
C -0.353 -0.123 2.751
C -0.624 -1.259 1.721
H 0.806 -0.059 3.011
H -0.680 0.838 2.393
H -0.813 -0.317 3.782
H -1.506 -1.117 1.186
H -0.888 -2.206 2.210
H 0.079 -1.302 0.951
C -0.227 0.900 -2.370
C 1.206 0.445 -2.062
H -0.538 1.868 -1.831
H -0.396 1.270 -3.488
H -0.863 0.049 -2.054
H 1.941 1.258 -2.336
H 1.460 0.190 -1.052
H 1.395 -0.434 -2.811
*
```

structure (SMILES)	CC.CC
energy relative to the best compared isomer or geometry (same formula, charge and spin)	97.0	kJ/mol
Kohn-Sham gap	12.52	eV
lowest unoccupied orbital energy	1.065	eV
E	-159.54803	Eh
highest occupied orbital energy	-11.5	eV

These are the Mulliken partial charges, in e, on atoms 1 to 2: number 1, C, carries -0.743; number 2, C, carries -0.866